Record 1
This record from the Open Molecules 2025 dataset describes a 2-piece molecular cluster, C5H10 overall in a non-equilibrium geometry. The level of theory is ωB97M-V/def2-TZVPD.

Last column: natural (NBO) charge in e.
Cartesian coordinates (Å):
C -1.520 -1.614 2.323  -0.73
C -1.385 -0.390 1.754  -0.73
H -2.440 -1.736 2.909  0.14
H -0.661 -2.246 2.475  0.17
H -1.871 0.583 1.819  0.15
H -0.742 -0.389 0.868  0.14
C 1.685 1.056 -0.515  -0.76
C 1.021 0.784 -1.847  -0.17
C 0.150 -0.187 -2.136  -0.43
H 1.164 1.930 -0.092  0.21
H 2.738 1.317 -0.571  0.20
H 1.378 0.267 0.167  0.23
H 1.069 1.585 -2.584  0.17
H -0.273 -0.093 -3.134  0.17
H -0.315 -0.867 -1.436  0.22

Computed properties:
Charge: -1
E: -196.3520 Ha
Expectation value of S²: 0.7523
2S+1: 2
Kohn-Sham gap (spin up / spin down): 2.629 / 7.287 eV
Energy above the lowest of the compared OMol25 structures with the same formula, charge and spin: 45.7 kcal/mol

Record 2
This record from the Open Molecules 2025 dataset describes a single C5H10 molecule. The level of theory is ωB97M-V/def2-TZVPD.

Last column: natural (NBO) charge in e.
Cartesian coordinates (Å):
C -0.565 1.604 0.781  -0.61
C 0.140 0.269 0.588  -0.21
C 1.030 0.063 -0.662  -0.40
C 0.492 -1.380 -0.773  -0.40
C -0.681 -0.968 0.143  -0.40
H -1.018 1.685 1.775  0.21
H 0.136 2.441 0.671  0.21
H -1.361 1.738 0.039  0.20
H 0.717 0.023 1.488  0.19
H 0.698 0.685 -1.501  0.20
H 2.109 0.194 -0.538  0.20
H 1.154 -2.104 -0.288  0.20
H 0.247 -1.750 -1.774  0.20
H -1.003 -1.678 0.911  0.20
H -1.559 -0.668 -0.441  0.20

Computed properties:
E: -196.4799 Ha
SMILES: CC1CCC1
Kohn-Sham gap: 11.928 eV
Energy above the lowest of the compared OMol25 structures with the same formula, charge and spin: 17.9 kcal/mol

Record 3
This record from the Open Molecules 2025 dataset describes a single C5H10 molecule in a non-equilibrium geometry. The level of theory is ωB97M-V/def2-TZVPD.

Last column: natural (NBO) charge in e.
Cartesian coordinates (Å):
C 1.057 -2.443 -0.243  -0.42
C 0.569 -1.481 0.671  -0.16
C 0.628 0.131 0.709  -0.43
C -0.836 0.710 0.273  -0.43
C -0.774 1.807 -0.769  -0.65
H 1.824 -2.147 -0.894  0.19
H 0.704 -3.483 -0.336  0.21
H -0.363 -1.697 1.375  0.18
H 1.303 0.601 -0.049  0.20
H 1.015 0.388 1.665  0.21
H -1.655 -0.133 0.058  0.23
H -1.170 1.263 1.208  0.21
H -1.016 2.933 -0.648  0.23
H -1.523 1.616 -1.694  0.21
H 0.236 1.934 -1.326  0.21

Computed properties:
E: -196.4025 Ha
SMILES: C=CCCC
Kohn-Sham gap: 10.611 eV
Energy above the lowest of the compared OMol25 structures with the same formula, charge and spin: 66.4 kcal/mol

Record 4
This record from the Open Molecules 2025 dataset describes C5H10AlO3 as an isolated structure in a non-equilibrium geometry. The level of theory is ωB97M-V/def2-TZVPD.

Last column: natural (NBO) charge in e.
Cartesian coordinates (Å):
O 1.924 1.452 -1.000  -0.61
C 2.556 0.455 -0.551  0.32
C 1.810 -0.552 0.142  0.21
O 0.512 -0.451 -0.148  -0.59
C -0.480 -1.480 -0.226  -0.10
C -1.762 -0.833 0.242  -0.11
O -1.829 0.478 -0.314  -0.65
C -3.111 1.091 -0.184  -0.27
Al -0.123 1.439 -0.376  1.85
H 3.652 0.439 -0.507  0.25
H 2.184 -1.555 0.360  0.25
H -0.205 -2.329 0.409  0.26
H -0.532 -1.765 -1.284  0.24
H -1.788 -0.757 1.340  0.24
H -2.617 -1.432 -0.100  0.26
H -3.030 2.108 -0.579  0.22
H -3.847 0.530 -0.775  0.24
H -3.413 1.119 0.872  0.24
H 0.419 1.661 1.188  -0.27

Computed properties:
Charge: +2
E: -663.9307 Ha
Expectation value of S²: 0.7569
2S+1: 2
Kohn-Sham gap (spin up / spin down): 7.797 / 8.939 eV
Energy above the lowest of the compared OMol25 structures with the same formula, charge and spin: 25.3 kcal/mol

Record 5
This record from the Open Molecules 2025 dataset describes a 2-piece molecular cluster, C5H10BBr2NO6P overall in a non-equilibrium geometry. The level of theory is ωB97M-V/def2-TZVPD.

Last column: natural (NBO) charge in e.
Cartesian coordinates (Å):
C 2.573 -1.649 -0.377  -0.60
C 2.553 -0.109 -0.183  -0.84
B 1.282 0.628 -0.719  1.00
O 1.393 1.721 -1.537  -0.88
C -0.192 0.017 -0.374  0.16
O -0.434 -0.875 -1.454  -0.71
O -0.099 -0.603 0.907  -0.51
C -0.340 0.441 1.783  0.95
O 0.254 0.747 2.740  -0.45
O -1.437 1.116 1.276  -0.55
C -1.453 0.909 -0.138  -0.14
Br -1.545 2.593 -1.051  0.07
P -3.025 -0.060 -0.525  1.20
N -4.091 0.688 0.569  -1.13
O -2.773 -1.533 0.166  -1.00
H 3.270 -1.962 -1.159  0.19
H 2.910 -2.137 0.543  0.21
H 1.597 -2.080 -0.603  0.20
H 3.442 0.313 -0.660  0.21
H 2.578 0.117 0.890  0.33
H 2.191 1.646 -2.070  0.49
H -0.236 -0.368 -2.251  0.49
H -4.971 0.194 0.444  0.38
H -3.801 0.461 1.523  0.38
H -2.414 -2.131 -0.500  0.50
Br 2.769 1.914 2.759  -0.95

Computed properties:
Charge: -1
E: -6217.1047 Ha
Kohn-Sham gap: 5.836 eV

Record 6
This record from the Open Molecules 2025 dataset describes a 2-piece molecular cluster, C5H10BN overall in a non-equilibrium geometry. The level of theory is ωB97M-V/def2-TZVPD.

Last column: natural (NBO) charge in e.
Cartesian coordinates (Å):
B 1.935 -0.189 -0.272  0.84
C -1.519 -0.182 0.566  0.02
C -2.118 -0.075 -0.743  -0.26
C 1.297 1.257 -0.407  -1.06
C 2.640 -1.344 -0.355  -1.13
C -0.576 -0.587 1.390  -0.30
N -2.856 0.173 0.502  -0.51
H -1.994 0.761 -1.323  0.17
H -2.589 -0.889 -1.271  0.18
H 0.391 1.215 -0.954  0.24
H 1.773 2.091 -0.912  0.27
H 0.906 1.614 0.576  0.25
H -3.162 1.068 0.712  0.36
H 3.575 -1.120 -0.998  0.28
H 2.653 -2.348 -0.038  0.26
H -0.645 -0.288 2.461  0.19
H 0.289 -1.157 1.065  0.19

Computed properties:
E: -275.7937 Ha
Expectation value of S²: 2.0061
2S+1: 3
Kohn-Sham gap (spin up / spin down): 5.712 / 6.552 eV
Energy above the lowest of the compared OMol25 structures with the same formula, charge and spin: 76.9 kcal/mol